[1]
120
Properties=species:S:1:pos:R:3:forces:R:3 method="wB97M-V/def2-TZVPD" orbital_gap_ha=0.3164 e_tot_ha=-2551.7481 smiles="CC1(C)CCCC(C)(C)N1O.CC1(C)CCCC(C)(C)N1O.NC(N)=O.NC(N)=O.NC(N)=O.NC(N)=O.NC(N)=O.NC(N)=O.CO.CO" homo_energy_ev=-8.1 max_force_ha_per_bohr=0.08013
C -3.56193 4.87732 -3.54043 0.119 0.217 1.068
C -4.68076 4.93146 -2.49562 -2.193 0.834 0.441
C -4.09584 4.92047 -1.05975 0.288 -0.521 -0.129
C -5.51031 6.28563 -2.73965 1.098 -0.971 1.368
C -6.81663 6.39170 -1.86294 1.601 -0.075 -1.124
C -7.69677 5.22686 -2.22394 0.213 -0.239 0.362
C -7.02803 3.82021 -2.17223 0.939 0.669 2.134
C -6.92382 3.38514 -0.63875 -1.390 -0.137 -0.167
C -7.91909 2.82967 -2.89373 -0.075 -0.986 -0.038
N -5.67066 3.85157 -2.79285 -0.304 -0.240 -0.148
O -5.12454 2.53441 -2.70360 0.381 0.401 -0.732
H -3.93908 4.81805 -4.53638 -0.553 -0.201 -0.654
H -3.02348 5.82832 -3.47899 0.312 -0.259 0.107
H -2.90418 4.02108 -3.37229 0.069 0.178 0.023
H -4.67231 5.18803 -0.16809 -0.666 -0.294 -0.633
H -3.65582 3.93552 -0.90983 0.015 -0.189 0.297
H -3.27758 5.60291 -0.95129 0.775 0.519 -0.490
H -4.70634 7.04389 -2.57395 -1.076 -0.022 -0.071
H -5.77578 6.24808 -3.79016 -0.170 0.314 -0.223
H -6.66407 6.46093 -0.80808 0.662 -0.166 0.815
H -7.35029 7.30045 -2.09408 -0.130 0.424 -0.331
H -7.90791 5.40189 -3.25750 -0.809 -0.079 -0.786
H -8.60911 5.32748 -1.58920 0.420 -0.714 -0.688
H -6.49400 2.36576 -0.52966 -0.345 0.576 -0.009
H -7.99810 3.34443 -0.27597 1.237 -0.156 -0.199
H -6.38735 4.07143 0.04472 -0.259 -0.272 -0.704
H -7.50888 1.79598 -2.90140 -0.210 0.653 0.441
H -8.03029 3.03958 -3.96462 -0.173 0.455 0.313
H -8.89023 2.83650 -2.35715 0.369 -0.135 -0.616
H -4.99432 2.26481 -1.78659 -0.092 0.382 0.387
C 6.55179 -2.57269 0.58362 -1.477 0.475 -1.570
C 5.06558 -2.27736 1.00137 0.571 -1.237 0.154
C 4.36905 -1.39327 -0.01695 -1.091 1.370 1.535
C 4.32342 -3.65641 1.24918 -0.758 1.118 -0.814
C 4.72920 -4.44345 2.46478 0.121 -0.583 -0.233
C 4.66744 -3.61075 3.69318 -0.767 1.504 0.322
C 5.33081 -2.23723 3.53597 0.436 -0.075 0.427
C 4.81533 -1.33018 4.65060 -0.174 0.705 0.521
C 6.84817 -2.51498 3.79054 0.939 0.949 -2.069
N 4.90729 -1.56030 2.26740 -0.078 -1.280 1.159
O 5.51909 -0.30254 2.22268 0.602 0.369 -0.041
H 7.18419 -1.68470 0.62645 0.040 -0.168 0.495
H 6.89168 -3.42990 1.12797 0.668 -0.174 0.335
H 6.53432 -2.84428 -0.50640 -0.014 0.025 0.874
H 3.29260 -1.23388 0.23756 0.727 -0.246 0.127
H 4.81821 -0.37618 0.00689 -0.063 -0.783 -0.358
H 4.32151 -1.78095 -0.98193 0.399 -0.748 -1.770
H 3.26107 -3.41340 1.36677 0.045 0.152 -0.013
H 4.32674 -4.32323 0.38300 0.382 0.308 -0.266
H 3.97649 -5.20273 2.61620 -0.127 -0.655 -0.236
H 5.67468 -4.96175 2.28767 0.153 0.120 0.271
H 5.06482 -4.05944 4.59001 0.473 -0.401 0.171
H 3.62646 -3.41928 3.97830 -0.230 -0.116 -0.400
H 5.66404 -0.73315 5.00070 -0.312 0.283 0.078
H 4.46385 -1.92219 5.50955 0.071 0.168 -0.247
H 3.97966 -0.64552 4.32738 0.763 -1.008 0.215
H 7.19425 -3.44825 3.32439 -0.226 0.260 -0.106
H 7.13104 -2.61434 4.80649 -0.433 -0.124 1.381
H 7.54399 -1.70793 3.44090 -0.810 -0.453 -0.087
H 4.77263 0.31683 2.11043 -0.034 0.004 0.156
N 0.74198 -0.24139 -2.52657 -1.049 -0.599 -0.614
C 1.84192 0.00237 -3.26650 0.353 0.549 1.520
N 2.32532 -1.02035 -3.96127 -0.727 -2.353 -0.195
O 2.36960 1.10923 -3.23005 0.261 0.727 -1.036
H 0.45727 0.53713 -2.02494 -0.431 1.729 0.947
H 0.61626 -1.04017 -1.95366 0.130 -1.480 0.075
H 2.03649 -1.99654 -3.77824 0.192 1.244 -0.128
H 3.13289 -0.85246 -4.48508 1.223 0.113 -0.613
N 0.71704 3.34968 -1.60980 -1.021 0.723 0.010
C 1.16685 2.81641 -0.45422 0.588 -1.217 -0.377
N 2.35618 2.13700 -0.53399 1.503 0.321 0.817
O 0.43803 2.81281 0.55633 0.386 -0.029 -0.077
H -0.22255 3.71507 -1.63910 0.147 -0.074 0.367
H 1.15322 3.27607 -2.49478 0.834 -0.419 -0.493
H 2.90173 1.93191 0.33792 -1.280 0.152 -0.705
H 2.98262 2.15740 -1.35835 -1.298 0.111 0.460
N 1.85956 2.79693 3.03172 -0.626 -0.506 0.032
C 2.94021 1.98053 3.12464 0.782 0.392 0.397
N 3.76419 2.00110 4.21218 -1.813 2.377 0.869
O 3.29618 1.27797 2.18654 -0.284 -0.746 -1.322
H 1.37842 3.08422 3.88281 0.308 -0.149 -0.469
H 1.25843 2.55354 2.20881 0.447 0.681 0.689
H 4.30828 1.19442 4.34106 0.914 -0.763 0.316
H 3.55362 2.64724 4.98646 0.343 -0.975 -0.599
N 1.48248 -1.46563 2.26389 3.771 -0.145 0.293
C 0.54324 -2.02290 3.00233 -0.758 -0.345 0.942
N -0.74390 -1.74573 2.69624 -2.228 0.153 -0.104
O 0.82878 -2.78262 3.91443 0.101 -0.746 0.819
H 2.49105 -1.62841 2.58239 -1.891 0.348 -0.769
H 1.37541 -0.82258 1.52657 -0.479 0.694 -0.737
H -1.01249 -1.16105 1.92018 0.242 0.136 -0.145
H -1.52251 -2.01649 3.31625 1.283 0.130 -0.442
N -2.30781 -1.58921 -4.41579 0.836 3.898 -1.041
C -2.30618 -2.79789 -3.93648 -0.851 -2.850 -0.884
N -3.08520 -3.74475 -4.66779 0.925 -1.177 0.416
O -1.64530 -3.09736 -2.98506 0.931 -0.967 1.353
H -3.01855 -1.18499 -4.99738 0.070 -0.185 -0.137
H -1.50489 -1.01416 -4.12345 -1.000 -0.223 -0.016
H -2.69211 -4.70042 -4.48070 -0.811 1.367 -0.065
H -3.11716 -3.59750 -5.67609 0.031 0.181 0.453
N 0.71199 -4.36129 0.64359 0.037 -0.632 -1.680
C 0.93746 -4.06296 -0.68979 1.314 0.962 0.788
N 0.79882 -5.08310 -1.59056 -1.182 -0.028 -1.168
O 1.33902 -2.99457 -1.14518 -0.544 0.781 0.913
H 0.30902 -5.24555 0.86059 -0.435 -0.453 -0.048
H 0.82230 -3.79777 1.45874 0.375 0.886 -0.287
H 1.30692 -5.90736 -1.46403 0.569 -1.456 0.711
H 0.91805 -4.75091 -2.54751 -0.147 0.083 0.638
C -0.96958 -5.72686 3.84202 1.065 1.352 -0.813
O -1.44725 -5.31799 2.56715 -0.202 0.453 -0.898
H -0.84261 -6.78868 3.73449 -0.221 -0.482 0.507
H 0.02307 -5.26439 4.05026 -0.593 -0.280 0.023
H -1.67323 -5.38349 4.57626 -0.255 -0.414 0.809
H -1.58201 -4.35458 2.49185 0.324 -0.639 0.374
C -2.14299 0.93948 -0.74085 0.988 -0.652 0.287
O -1.00776 0.29896 -0.05746 -1.107 0.633 -0.218
H -3.02527 0.30536 -0.86063 0.556 -0.504 0.346
H -2.48569 1.85272 -0.30627 0.016 0.633 1.003
H -1.82307 1.22550 -1.71346 0.270 0.066 -1.163
H -0.33769 0.99295 0.12865 -0.730 -0.110 0.043

=====

[2]
26
Properties=species:S:1:pos:R:3:forces:R:3 method="wB97M-V/def2-TZVPD" orbital_gap_ha="0.2603 / 0.3015" e_tot_ha=-842.5489 de_lowest_kj_mol=669.6 homo_energy_ev="-8.7 / -8.7" max_force_ha_per_bohr=0.07852
C -1.52976 1.33945 -0.12710 0.675 -0.617 0.896
C -2.93019 1.00173 -0.44053 -1.668 -1.596 0.958
C 1.82538 1.16908 0.95165 -3.058 -1.187 2.354
C 2.05249 -1.12365 -0.19612 0.833 2.177 -0.246
C 1.64288 0.97557 -1.47426 -2.428 -0.144 -2.771
C -1.27370 -2.03337 1.46013 2.472 -0.721 2.296
C 1.34979 0.30189 -0.17560 0.852 -0.733 -0.494
O -1.02046 2.38112 0.17168 -0.231 0.932 -0.076
O -1.95990 -1.34402 -1.99098 1.166 0.527 1.122
O -0.62259 -0.73539 1.24824 -0.910 -1.397 0.154
P -0.39237 -0.16273 -0.24620 -1.519 -0.990 -0.576
H -3.61575 1.84774 -0.51437 0.443 0.116 -0.626
H -3.55234 0.28411 0.26522 1.958 1.165 -0.853
H -2.71309 0.33040 -1.29893 -1.108 0.583 -0.341
H 1.43592 0.69046 1.87954 0.893 -0.252 -0.134
H 2.87214 1.11321 0.93214 1.509 0.809 0.276
H 1.25194 2.09465 1.10982 1.010 0.306 -1.066
H 1.97133 -1.57604 0.76589 0.334 -0.453 0.649
H 3.08521 -1.05843 -0.62509 -0.507 0.243 1.036
H 1.59333 -1.72010 -0.92101 -1.124 -1.161 -1.043
H 0.76027 0.66997 -2.18826 1.976 -0.186 0.302
H 1.35973 2.03013 -1.49698 0.959 0.242 0.519
H 2.63672 0.70443 -1.88590 -0.738 0.525 0.050
H -0.46741 -2.79343 1.86364 -1.345 1.422 -1.222
H -1.80633 -2.41862 0.63307 -0.215 -0.153 -1.253
H -1.95324 -1.96816 2.30029 -0.227 0.543 0.090